This record from the Open Molecules 2025 dataset describes an isolated molecule of C6H4O in a non-equilibrium geometry. The level of theory is wB97M-V/def2-TZVPD.

```
11
Properties=species:S:1:pos:R:3:forces:R:3
C 1.326 -0.598 0.598 -0.85 -0.24 0.11
C 1.992 0.262 -0.202 -0.64 -0.11 -0.01
C 1.089 1.022 -0.793 -0.33 -0.28 0.00
C -0.058 1.580 -0.949 0.16 -0.07 0.30
C -1.023 0.841 -0.335 -0.42 0.66 -0.63
C -0.988 -0.662 -0.398 0.45 0.24 0.14
O -0.120 -0.708 0.728 0.99 -1.22 0.13
H 1.696 -1.273 1.364 0.22 0.27 -0.06
H -1.698 1.243 0.418 -0.10 0.19 -0.31
H -0.528 -1.079 -1.300 -0.01 0.26 0.13
H -1.935 -1.185 -0.184 0.54 0.28 0.19
```
Forces are in eV/Å.

Values from the calculation:
* energy: -306.0043 hartree
* structure (SMILES): C1=C=CCOC=C=1
* F_max: 1.57 eV/Å
* LUMO (spin up / spin down): -0.6481 / -0.6479 eV
* highest occupied orbital energy (spin up / spin down): -8.53 / -8.53 eV
* Kohn-Sham gap (spin up / spin down): 7.879 / 7.880 eV
* energy relative to the best compared isomer or geometry (same formula, charge and spin): 130.02 kcal per mole

---

This record from the Open Molecules 2025 dataset describes an isolated molecule of C6H4O in a non-equilibrium geometry. The level of theory is wB97M-V/def2-TZVPD.

```
11
Properties=species:S:1:pos:R:3:forces:R:3
C 3.012 -0.408 0.049 -0.09 1.30 -0.07
C 1.811 -0.291 0.032 -0.16 -0.30 0.09
C 0.427 -0.129 0.015 -0.15 0.00 0.11
C -0.385 0.941 0.234 -0.02 -0.17 0.04
C -1.707 0.427 0.079 -0.20 -0.12 -0.05
C -1.573 -0.891 -0.222 -0.44 0.07 -0.01
O -0.278 -1.241 -0.281 -0.24 -0.11 0.01
H 3.644 0.422 -0.173 1.52 -0.49 -0.07
H -0.077 1.953 0.467 -0.06 -0.30 -0.01
H -2.633 0.967 0.198 0.03 -0.04 -0.05
H -2.253 -1.703 -0.410 -0.19 0.15 0.01
```
Forces are in eV/Å.

Values from the calculation:
* energy: -306.1480 hartree
* structure (SMILES): C#Cc1ccco1
* F_max: 1.60 eV/Å
* LUMO: 0.7043 eV
* highest occupied orbital energy: -8.65 eV
* Kohn-Sham gap: 9.357 eV
* energy relative to the best compared isomer or geometry (same formula, charge and spin): 39.88 kcal per mole

---

Copy entry 2 word for word.
This record from the Open Molecules 2025 dataset describes an isolated molecule of C6H4O in a non-equilibrium geometry. The level of theory is wB97M-V/def2-TZVPD.

```
11
Properties=species:S:1:pos:R:3:forces:R:3
C 3.012 -0.408 0.049 -0.09 1.30 -0.07
C 1.811 -0.291 0.032 -0.16 -0.30 0.09
C 0.427 -0.129 0.015 -0.15 0.00 0.11
C -0.385 0.941 0.234 -0.02 -0.17 0.04
C -1.707 0.427 0.079 -0.20 -0.12 -0.05
C -1.573 -0.891 -0.222 -0.44 0.07 -0.01
O -0.278 -1.241 -0.281 -0.24 -0.11 0.01
H 3.644 0.422 -0.173 1.52 -0.49 -0.07
H -0.077 1.953 0.467 -0.06 -0.30 -0.01
H -2.633 0.967 0.198 0.03 -0.04 -0.05
H -2.253 -1.703 -0.410 -0.19 0.15 0.01
```
Forces are in eV/Å.

Values from the calculation:
* energy: -306.1480 hartree
* structure (SMILES): C#Cc1ccco1
* F_max: 1.60 eV/Å
* LUMO: 0.7043 eV
* highest occupied orbital energy: -8.65 eV
* Kohn-Sham gap: 9.357 eV
* energy relative to the best compared isomer or geometry (same formula, charge and spin): 39.88 kcal per mole

---

Which of these has the lowest F_max? number 1